[1]
{
  "formula": "C26H32CoN3O5S2Si",
  "method": "the ωB97M-V functional and the def2-TZVPD basis",
  "lumo_ev": [2.538, 2.536],
  "energy_ha": -4019.2969,
  "largest_force_ev_per_a": 0.860,
  "gap_ev": [7.142, 7.106],
  "spin_multiplicity": 2,
  "total_charge": -1,
  "elements": ["Co", "C", "Si", "C", "C", "C", "C", "C", "C", "N", "C", "S", "H", "H", "H", "H", "H", "H", "H", "H", "H", "H", "H", "H", "O", "C", "C", "O", "O", "C", "C", "C", "C", "C", "C", "C", "C", "C", "C", "C", "C", "H", "H", "H", "H", "H", "H", "H", "H", "H", "H", "H", "O", "C", "O", "H", "C", "N", "C", "S", "N", "C", "H", "H", "H", "H", "H", "H", "H", "H"],
  "positions_angstrom": [[-0.038, -0.123, 0.278], [5.498, 0.147, 1.842], [4.498, 0.023, 3.401], [4.925, 1.493, 4.473], [5.011, -1.539, 4.288], [2.625, -0.023, 3.275], [1.937, -0.161, 4.472], [0.543, -0.232, 4.523], [-0.142, -0.177, 3.331], [0.488, -0.032, 2.167], [1.835, 0.053, 2.095], [2.351, 0.224, 0.463], [6.562, 0.140, 2.114], [5.273, 1.070, 1.299], [5.295, -0.687, 1.163], [6.004, 1.547, 4.662], [4.409, 1.461, 5.439], [4.621, 2.414, 3.963], [6.093, -1.546, 4.469], [4.761, -2.412, 3.676], [4.502, -1.649, 5.253], [2.495, -0.217, 5.406], [0.011, -0.337, 5.458], [-1.222, -0.237, 3.280], [-0.644, 0.027, -1.666], [-0.573, 1.256, -2.361], [-0.530, 2.391, -1.274], [-0.538, 3.557, -1.657], [-0.539, 1.959, -0.070], [0.694, 1.311, -3.215], [0.702, 0.894, -4.543], [1.880, 0.895, -5.283], [3.067, 1.313, -4.698], [3.068, 1.724, -3.369], [1.890, 1.725, -2.637], [-1.868, 1.403, -3.172], [-2.826, 0.396, -3.127], [-4.028, 0.522, -3.822], [-4.292, 1.664, -4.563], [-3.336, 2.674, -4.616], [-2.134, 2.544, -3.934], [-0.321, -0.810, -2.156], [-0.217, 0.550, -5.003], [1.868, 0.560, -6.314], [3.985, 1.320, -5.273], [3.989, 2.047, -2.897], [1.902, 2.050, -1.602], [-2.620, -0.495, -2.549], [-4.758, -0.281, -3.783], [-5.228, 1.766, -5.100], [-3.526, 3.570, -5.196], [-1.397, 3.336, -3.964], [-0.039, -2.297, -2.466], [0.192, -2.778, -1.322], [0.314, -2.149, -0.243], [0.295, -3.871, -1.254], [-4.128, 2.267, -0.829], [-3.251, 1.378, -0.092], [-3.448, 0.072, 0.059], [-2.324, -0.924, 0.892], [-4.570, -0.421, -0.503], [-5.001, -1.808, -0.476], [-3.797, 3.286, -0.647], [-5.159, 2.182, -0.477], [-4.098, 2.091, -1.910], [-2.289, 1.699, 0.070], [-5.152, 0.228, -0.997], [-4.133, -2.451, -0.367], [-5.500, -2.037, -1.418], [-5.686, -2.009, 0.350]],
  "atomic_forces_ev_per_a": [[-0.5582, 0.6040, -0.2526], [-0.0174, 0.0218, -0.2925], [-0.1036, 0.0378, 0.0245], [0.0653, 0.2335, 0.1570], [0.0957, -0.2631, 0.1547], [-0.1705, 0.0210, -0.1387], [-0.0097, 0.0203, -0.0155], [0.1120, 0.0213, 0.0318], [-0.0906, 0.1188, -0.0857], [-0.0241, -0.4583, -0.3721], [0.2220, 0.0273, 0.0740], [0.1477, 0.0592, 0.0487], [-0.1044, 0.0025, -0.0499], [0.0503, -0.1144, 0.0358], [0.0422, 0.1081, 0.0672], [-0.1258, 0.0066, -0.0105], [0.0695, 0.0153, -0.1093], [0.0466, -0.0627, 0.0879], [-0.1205, -0.0224, -0.0063], [0.0377, 0.0586, 0.0844], [0.0725, -0.0053, -0.1101], [-0.0443, -0.0024, -0.0683], [0.0166, 0.0016, -0.0224], [0.0372, -0.0285, -0.0207], [0.5516, -0.1759, 0.4955], [-0.0563, 0.0198, -0.1904], [-0.0894, -0.1961, 0.2397], [-0.0119, -0.1794, 0.0629], [-0.0233, 0.4097, -0.0875], [-0.0984, 0.0478, -0.0971], [-0.0157, -0.0695, 0.0376], [-0.0279, 0.0047, 0.0894], [-0.0687, 0.0221, 0.0495], [-0.0015, -0.0197, -0.0416], [0.0266, 0.0709, 0.0703], [0.0892, 0.0633, -0.0564], [0.0242, -0.1537, -0.2859], [0.1346, -0.0393, -0.0396], [0.0541, 0.0176, -0.0166], [0.0298, -0.0358, 0.0382], [0.0310, -0.0244, 0.0526], [-0.0293, -0.1026, -0.1624], [-0.0072, 0.0261, 0.0070], [-0.0065, 0.0168, 0.0294], [0.0036, -0.0148, 0.0105], [-0.0382, -0.0185, -0.0228], [0.0141, -0.0220, -0.0719], [-0.0384, 0.0228, -0.0315], [0.0299, 0.0075, 0.0106], [0.0256, 0.0026, 0.0102], [0.0046, -0.0189, 0.0171], [-0.0170, -0.0240, 0.0238], [0.0271, -0.0618, 0.3658], [-0.0393, 0.6895, 0.0491], [-0.0278, -0.6453, -0.0071], [0.0659, -0.2034, -0.0487], [0.0490, 0.0776, -0.0151], [0.1528, 0.2392, -0.0314], [0.1166, -0.2854, -0.0687], [-0.4433, 0.2087, -0.4064], [-0.1079, -0.3456, 0.3216], [0.0878, 0.1934, 0.0353], [0.0308, 0.0220, 0.0140], [-0.0096, 0.0342, 0.0627], [-0.0720, 0.0400, 0.2124], [-0.0146, -0.0423, 0.2599], [-0.0373, 0.0345, -0.1129], [0.0866, -0.0133, -0.0022], [-0.0064, 0.0056, 0.0113], [0.0064, 0.0144, 0.0084]]
}

=====

[2]
{
  "formula": "C26H32F6N5",
  "method": "the ωB97M-V functional and the def2-TZVPD basis",
  "lumo_ev": -5.153,
  "energy_ha": -1882.6680,
  "largest_force_ev_per_a": 1.776,
  "gap_ev": 4.739,
  "total_charge": 1,
  "elements": ["C", "N", "C", "C", "F", "F", "F", "C", "C", "C", "C", "C", "C", "C", "C", "C", "N", "C", "C", "C", "F", "F", "F", "C", "C", "C", "C", "H", "H", "H", "H", "H", "H", "H", "H", "H", "H", "H", "H", "H", "H", "H", "H", "H", "H", "H", "C", "C", "N", "C", "N", "C", "C", "C", "C", "N", "H", "H", "H", "H", "H", "H", "H", "H", "H", "H", "H", "H", "H"],
  "positions_angstrom": [[4.922, 3.223, 3.740], [4.893, 2.165, 2.760], [6.057, 2.039, 1.901], [5.894, 2.912, 0.687], [6.936, 2.842, -0.182], [4.754, 2.573, 0.001], [5.733, 4.225, 1.055], [3.736, 1.469, 2.508], [3.681, 0.049, 2.448], [2.484, -0.574, 2.154], [1.310, 0.173, 1.786], [0.095, -0.520, 1.523], [-1.212, 0.012, 1.332], [-2.340, -0.876, 1.210], [-3.616, -0.401, 0.973], [-3.835, 0.994, 0.773], [-5.077, 1.562, 0.514], [-5.414, 1.979, -0.828], [-5.956, 2.030, 1.581], [-5.615, 3.395, 2.114], [-6.568, 3.868, 2.970], [-4.421, 3.377, 2.789], [-5.468, 4.308, 1.103], [-2.737, 1.868, 0.828], [-1.514, 1.406, 1.244], [1.469, 1.593, 1.721], [2.578, 2.224, 2.236], [4.108, 3.075, 4.458], [5.878, 3.175, 4.266], [4.811, 4.220, 3.293], [6.925, 2.393, 2.461], [6.149, 1.001, 1.560], [4.581, -0.513, 2.712], [2.414, -1.663, 2.211], [0.173, -1.610, 1.514], [-2.172, -1.951, 1.335], [-4.475, -1.074, 0.892], [-4.768, 1.449, -1.538], [-6.456, 1.711, -1.020], [-5.285, 3.060, -0.981], [-6.968, 2.087, 1.171], [-5.866, 1.340, 2.430], [-2.911, 2.922, 0.576], [-0.782, 2.165, 1.494], [0.726, 2.234, 1.258], [2.634, 3.313, 2.331], [2.289, -2.292, -3.427], [1.618, -1.245, -2.557], [0.454, -1.723, -1.842], [-0.175, -2.749, -2.349], [0.159, -3.406, -3.501], [1.274, -2.963, -4.313], [-0.552, -4.558, -4.020], [-1.959, -4.628, -3.481], [-1.982, -4.420, -1.982], [-1.272, -3.213, -1.660], [3.071, -1.859, -4.053], [2.764, -3.043, -2.789], [2.313, -0.888, -1.783], [1.355, -0.386, -3.201], [0.908, -2.253, -5.068], [1.680, -3.822, -4.853], [-0.543, -4.501, -5.116], [0.003, -5.477, -3.763], [-2.583, -3.883, -3.988], [-2.367, -5.610, -3.727], [-3.010, -4.322, -1.625], [-1.500, -5.272, -1.481], [-1.433, -2.739, -0.783]],
  "atomic_forces_ev_per_a": [[-0.4751, 0.7059, 0.1107], [0.6880, -0.6348, 0.1419], [-0.3802, -0.5896, 0.5279], [-0.5349, 1.1061, -1.2830], [-0.9054, 0.0027, 0.9236], [0.9934, 0.1904, 0.4260], [0.2996, -1.0368, -0.4160], [-0.2121, -0.1435, -0.2690], [-0.1456, 0.2128, -0.1325], [-0.0107, 0.0894, -0.1007], [0.0920, -0.2603, -0.4842], [0.5837, 0.5309, 0.3020], [-1.1638, 0.2178, 0.0888], [0.7236, 0.1796, -0.0056], [-0.4286, 0.6951, -0.0495], [1.2231, -0.2732, 0.1178], [-1.4035, -0.2406, 0.4283], [0.3216, 0.2619, -0.3891], [0.6162, -0.8115, -0.3601], [0.4322, 1.3614, 0.3723], [0.9501, -0.5139, -0.8416], [-0.9275, 0.0891, -0.3823], [-0.1752, -0.5923, 0.8599], [-0.2928, -0.2364, -0.0179], [0.4864, -0.0278, -0.2763], [0.1649, 0.4778, 0.6351], [-0.4798, -0.2220, -0.0778], [0.2601, 0.0089, -0.0877], [-0.1489, 0.0665, 0.0324], [0.0774, -0.0998, 0.1583], [0.1101, -0.3450, -0.2232], [0.3324, 0.2522, 0.0702], [-0.4022, 0.0800, -0.1577], [0.0214, 0.3277, -0.0301], [-0.0477, 0.2424, 0.0504], [-0.0609, 0.3705, -0.1255], [0.3716, 0.2022, 0.1203], [-0.2419, 0.0891, 0.0887], [0.0756, 0.0597, -0.1668], [-0.0594, -0.1978, -0.0888], [-0.0052, -0.1925, 0.3240], [-0.4457, 0.1287, -0.1241], [0.1666, -0.4435, 0.4765], [-0.4629, -0.3791, -0.1405], [0.4976, -0.3203, 0.1622], [-0.0456, -0.4467, -0.3864], [0.6313, -0.2179, 0.0354], [0.0139, 0.4454, 0.0147], [-0.5840, -0.8405, -0.2412], [0.5258, 0.6328, 0.4390], [-0.2589, -0.1556, -0.1092], [-0.2959, 0.4941, 0.0443], [0.2741, -0.2591, 0.1756], [-0.4283, -0.2462, -0.4370], [0.1883, -0.1686, 0.1327], [0.0066, 0.5426, -0.0355], [0.0171, 0.1007, 0.1247], [-0.0174, -0.0438, -0.0130], [0.0494, 0.0925, -0.3840], [0.0495, -0.0966, 0.2891], [0.0720, -0.0524, -0.0391], [0.0733, 0.0013, 0.1658], [-0.1591, 0.0587, 0.1947], [-0.1191, 0.1173, -0.0020], [0.0767, 0.0046, 0.1925], [-0.0887, 0.0582, 0.0496], [0.0933, -0.1547, 0.0017], [-0.2595, -0.1263, -0.0730], [0.1075, -0.1277, -0.3264]]
}

=====

[3]
{
  "formula": "C26H32GeN2O7P2RhSi",
  "method": "the ωB97M-V functional and the def2-TZVPD basis",
  "lumo_ev": [0.296, -3.088],
  "energy_ha": -4805.9119,
  "largest_force_ev_per_a": 5.111,
  "gap_ev": [5.585, 4.591],
  "spin_multiplicity": 6,
  "elements": ["Rh", "O", "P", "O", "O", "O", "P", "O", "O", "O", "H", "H", "C", "C", "C", "C", "C", "C", "N", "N", "Si", "C", "C", "C", "H", "H", "H", "H", "H", "H", "H", "H", "H", "H", "H", "H", "H", "H", "H", "C", "Ge", "C", "C", "C", "C", "C", "C", "C", "C", "C", "C", "C", "C", "C", "C", "C", "C", "H", "H", "H", "H", "H", "H", "H", "H", "H", "H", "H", "H", "H", "H", "H"],
  "positions_angstrom": [[1.984, 0.640, 0.222], [2.663, 3.739, -1.655], [1.665, 3.846, -0.373], [1.414, 5.064, 0.372], [1.987, 2.657, 0.462], [0.220, 3.668, -1.214], [-0.760, 2.480, -1.525], [-0.104, 1.017, -1.287], [-1.266, 2.480, -2.914], [-1.713, 2.567, -0.408], [2.330, 4.217, -2.448], [0.103, 0.693, -2.153], [5.624, 1.908, 1.358], [5.587, 0.555, 0.641], [6.775, -0.299, 0.381], [6.590, -1.397, -0.390], [5.305, -1.866, -0.800], [4.156, -1.084, -0.375], [4.346, 0.012, 0.426], [2.907, -1.193, -0.720], [2.177, -2.299, -1.788], [3.010, -4.025, -1.882], [0.281, -2.662, -1.391], [2.107, -1.100, -3.295], [5.633, 2.746, 0.664], [6.555, 2.035, 1.853], [4.788, 1.922, 2.033], [7.705, 0.027, 0.690], [7.431, -2.069, -0.555], [5.129, -2.791, -1.185], [2.874, -4.398, -0.796], [4.042, -4.044, -2.165], [2.417, -4.743, -2.398], [-0.235, -1.623, -1.262], [0.142, -3.212, -0.450], [-0.217, -3.152, -2.192], [3.091, -0.700, -3.409], [1.489, -0.316, -2.924], [1.713, -1.541, -4.219], [-3.064, 2.313, 2.227], [-2.537, 1.290, 0.682], [-1.203, 0.302, 1.585], [-0.896, -1.086, 1.732], [0.196, -1.392, 2.533], [1.045, -0.486, 3.023], [0.762, 0.869, 2.828], [-0.404, 1.264, 2.140], [-3.846, 0.460, -0.424], [-4.101, 0.802, -1.698], [-5.342, 0.508, -2.337], [-6.268, -0.248, -1.626], [-6.059, -0.743, -0.329], [-7.140, -1.261, 0.409], [-6.994, -1.460, 1.776], [-5.733, -1.129, 2.362], [-4.688, -0.582, 1.679], [-4.845, -0.364, 0.284], [-3.018, 1.607, 3.026], [-4.019, 2.775, 2.215], [-2.319, 3.095, 2.346], [-1.514, -1.872, 1.335], [0.445, -2.414, 2.685], [1.979, -0.737, 3.535], [1.459, 1.659, 3.042], [-0.549, 2.276, 1.832], [-3.354, 1.391, -2.209], [-5.541, 0.846, -3.340], [-7.216, -0.460, -2.070], [-8.077, -1.458, -0.124], [-7.799, -1.820, 2.408], [-5.602, -1.304, 3.408], [-3.704, -0.400, 2.132]],
  "atomic_forces_ev_per_a": [[1.3149, -1.8768, -0.6795], [-0.5315, 0.6022, 0.2221], [-1.4147, 1.0765, -1.7667], [0.8396, 1.1114, 0.0517], [0.3289, -1.4264, 0.5695], [1.0130, -1.0619, -0.0708], [1.0405, 0.5157, -3.9251], [0.8492, 0.2759, 1.2903], [0.3354, 0.1877, 0.6890], [-3.0028, -0.5102, 3.6471], [0.2426, -0.3195, 0.8739], [0.2138, -0.6050, -1.0211], [0.1485, -1.2882, -1.1507], [0.2614, -2.5169, 0.3842], [-4.0133, 2.9603, -0.2377], [-1.5585, -2.6152, -0.3514], [0.2395, 3.9344, 2.5050], [3.3803, 0.3342, 0.3517], [1.6687, 1.7352, -0.2208], [-2.7387, 0.1267, 1.0561], [-1.7191, -0.4702, -1.4164], [-1.0041, 0.7968, 2.5401], [1.0271, 2.6114, 1.2377], [0.0070, -2.2456, 0.1715], [-0.6226, -0.0466, -0.2812], [0.7810, -0.1694, 0.8564], [-0.2953, 0.4356, 0.2673], [1.7486, 0.6328, 0.5148], [-0.0353, 0.2154, -0.2350], [-0.0136, -2.1614, -1.3429], [0.6522, 0.6093, -1.3426], [0.4235, -0.2363, -0.2115], [-0.3994, -0.4019, -0.9584], [0.7689, -1.7312, -0.1274], [-0.0148, 0.0608, -0.2684], [-0.3326, -0.5530, -0.7453], [0.6670, 0.2731, -0.4011], [-0.6162, 0.7038, 0.0081], [0.0892, 0.3822, 0.1162], [0.0185, 0.5338, -0.5672], [-0.9492, 0.5425, -0.8957], [0.2181, -2.1035, -0.6823], [-0.2005, 2.0613, 0.8162], [-1.3522, -2.2823, -1.3178], [1.7710, 2.9272, 0.9586], [-0.2428, 0.6398, -0.8093], [2.3022, -1.1490, 0.4574], [-0.4952, -1.5483, 2.7746], [-2.2570, 0.9098, -4.4476], [4.7692, 1.8283, 0.1806], [-2.2050, -1.9288, 1.2185], [-0.1551, 1.2858, -0.6529], [-0.0548, -0.3539, -0.1787], [2.0642, 0.5848, 0.9178], [-3.3265, -1.4311, 1.0267], [1.3090, 0.3978, -3.4723], [0.8190, 0.1095, 2.5330], [0.0751, -0.2131, 0.7345], [-0.9226, 0.3289, -0.1836], [0.0132, 0.0487, 0.2219], [-0.1301, -0.0370, -0.2658], [0.0214, -0.8862, 0.0700], [-0.4511, -0.1847, -0.1330], [0.3013, 0.0291, 0.5763], [0.2044, 0.6484, 0.4599], [-0.0797, 0.1483, -0.4573], [0.0749, 0.0254, -0.0751], [-0.5235, -0.1131, -0.3030], [0.3262, 0.0648, 0.3206], [0.1307, -0.0443, -0.1363], [-0.1012, -0.1463, 0.5969], [-0.7007, -0.0382, 0.1155]]
}